(1)
75
Properties=species:S:1:pos:R:3:forces:R:3 method="wB97M-V/def2-TZVPD" e_lumo_ev="-11.57 / -15.08" s2=6.036 relative_energy_ev=4.7087 spin_multiplicity=5 total_charge=+4 homo_ev="-19.38 / -19.33" gap_ha="0.28719 / 0.15593"
Ru -0.097327 0.052146 -0.131026 2.9 -2.6 3.5
P -1.361608 -0.573046 1.948491 0.5 -2.5 1.8
P 1.362689 -1.900196 -0.677978 -0.5 -2.6 2.6
P -1.667613 -0.635379 -1.515916 -3.5 -1.0 -2.6
H 1.136985 2.254500 -1.292729 -0.1 -0.6 0.3
C 0.160851 1.750099 -1.302097 -1.4 2.4 0.1
C -0.751056 2.026047 -0.208379 0.8 2.3 -2.1
H -0.429126 2.714780 0.581388 0.0 -0.7 0.0
C -0.694155 -0.081453 3.560334 1.0 0.3 0.4
C -1.672369 -2.386750 2.304130 -0.7 0.1 1.0
C -2.924502 0.112274 1.919651 -1.7 1.1 -0.1
C 2.332352 -1.829631 -2.067594 1.2 0.3 -2.2
C 2.576434 -2.565119 0.584817 0.7 -0.9 0.5
C 0.412032 -3.505147 -0.884683 0.0 0.4 -0.3
C -2.946835 0.586639 -1.947772 -0.2 0.3 0.0
C -2.768811 -2.075831 -1.174015 0.2 -0.2 0.2
C -1.076633 -1.054004 -3.198939 0.5 0.0 -0.3
H -0.249452 1.641768 -2.315950 0.1 -0.1 0.4
H -1.822003 2.102497 -0.429078 0.3 -0.4 0.2
H -0.458371 0.989429 3.573045 -0.2 -0.1 0.1
H 0.233913 -0.628390 3.886218 -1.4 0.5 -0.4
H -1.469315 -0.301299 4.295609 -0.2 0.1 0.0
H -0.776724 -2.957585 2.582700 -1.3 0.5 0.3
H -2.104045 -2.865860 1.439561 -0.7 -0.3 -0.1
H -2.274398 -2.444215 3.210561 -0.9 0.0 -0.4
H -2.815616 1.193958 1.888820 -0.4 0.2 0.1
H -3.413076 -0.192434 2.850170 -0.3 0.2 -0.1
H -3.488969 -0.237175 1.062127 -0.3 0.1 0.0
H 2.856936 -2.786622 -2.183993 0.0 0.2 -0.1
H 3.054033 -1.023601 -1.953513 0.2 0.0 -0.1
H 1.708141 -1.642248 -2.935808 0.1 0.0 -0.3
H 2.982996 -3.494440 0.218041 0.9 0.1 -0.9
H 2.174145 -2.919429 1.572236 1.4 0.1 -1.8
H 3.295870 -1.808933 0.863122 0.7 -0.1 -0.5
H 1.176139 -4.276316 -1.060276 -0.2 0.2 -0.1
H -0.252046 -3.440904 -1.749616 0.2 -0.3 0.1
H -0.189988 -3.829921 -0.014059 0.3 0.2 -0.5
H -3.620746 0.148120 -2.704412 0.3 0.1 0.3
H -2.495102 1.493383 -2.367978 -0.2 -0.2 0.0
H -3.544776 0.862169 -1.067691 0.1 -0.1 -0.3
H -3.402688 -2.262956 -2.065729 0.4 0.2 0.4
H -3.432834 -1.859987 -0.327091 0.1 -0.1 -0.2
H -2.203272 -2.993336 -0.965663 -0.3 0.2 0.0
H -1.942201 -1.202982 -3.874153 0.3 0.1 0.5
H -0.473476 -1.969938 -3.208209 -0.2 0.2 -0.1
H -0.469169 -0.223509 -3.587494 -0.2 -0.3 0.0
C 2.721805 2.338692 -5.470769 0.1 -0.1 -0.1
C 2.018678 3.219026 -4.610643 -0.4 1.0 0.1
C 1.708909 4.521618 -5.017504 0.0 -1.2 1.0
C 2.090784 4.977551 -6.287001 0.2 0.1 -0.4
C 2.788570 4.120328 -7.154982 0.3 -0.8 0.1
C 3.100172 2.820929 -6.755056 0.2 0.4 -0.7
Se 3.185931 0.567503 -5.025084 -0.8 1.3 0.9
H 2.545250 0.652188 -3.616584 0.6 0.0 -1.3
H 1.722699 2.867878 -3.623673 0.1 0.2 -0.2
H 1.166524 5.181901 -4.337384 0.2 -0.2 -0.2
H 1.846962 5.997112 -6.602029 0.1 -0.4 0.1
H 3.089413 4.466628 -8.144192 -0.1 -0.1 0.3
H 3.642830 2.154361 -7.429977 -0.1 0.3 0.1
N 0.536052 -2.056548 1.589944 -0.7 5.0 -1.2
C 1.476871 -0.868227 2.101046 -1.3 -2.0 -1.9
N 1.372531 0.317006 1.495531 -0.6 -0.2 0.6
C 2.032682 1.362425 2.296211 -0.9 -0.7 -0.7
C 1.911122 2.767972 2.178079 0.9 -1.2 1.1
C 2.515678 3.537253 3.202042 -0.7 -1.1 -1.3
C 3.187837 2.949324 4.266706 0.1 -0.6 0.1
C 3.307015 1.563785 4.378228 -0.4 -0.1 -1.0
C 2.713420 0.800514 3.366353 0.3 -0.8 0.9
S 2.576324 -1.030304 3.404288 -0.4 1.5 -0.3
H 0.555598 -3.073489 1.568928 1.2 0.5 1.0
H -0.273806 -1.920226 0.704541 3.0 0.3 3.2
H 1.377925 3.191026 1.352329 0.0 0.4 -0.2
H 2.417132 4.592980 3.128045 0.1 0.7 0.1
H 3.615746 3.561027 5.042482 0.1 0.2 0.1
H 3.801930 1.067496 5.193247 0.2 0.1 0.3

---

(2)
73
Properties=species:S:1:pos:R:3:forces:R:3 method="wB97M-V/def2-TZVPD" e_lumo_ev="-6.68 / -7.96" s2=6.013 relative_energy_ev=5.4797 spin_multiplicity=5 total_charge=+2 homo_ev="-11.63 / -11.60" gap_ha="0.18182 / 0.13365"
Pt -1.165047 2.329801 -1.507812 4.3 -2.5 4.8
C -1.615940 -0.776760 2.894116 -0.1 -0.6 0.0
C -2.354285 -1.024613 1.702397 0.4 -0.2 0.2
C -1.171109 -2.936631 2.208323 0.0 0.2 0.1
C -0.934049 -1.989536 3.250586 -0.3 0.2 -0.3
C -2.054542 -2.342982 1.258850 0.3 0.2 0.2
C -1.571078 0.498120 3.626875 0.2 0.6 0.2
H -1.699751 1.356129 2.950237 0.0 -0.3 0.2
H -0.605013 0.610408 4.134184 -0.3 0.0 0.0
H -2.360147 0.576678 4.392749 0.2 -0.1 -0.2
C -0.161441 -2.263632 4.468573 0.4 0.3 0.6
H -0.013925 -1.351026 5.058151 0.0 -0.3 -0.1
H 0.833169 -2.686262 4.248418 -0.4 0.1 0.0
H -0.675748 -2.994761 5.117325 0.1 0.2 -0.3
C -0.579729 -4.282997 2.150176 0.0 -0.5 -0.3
H -0.855232 -4.892523 3.025062 0.0 0.2 -0.1
H 0.521406 -4.242397 2.141796 -0.3 0.1 0.0
H -0.921058 -4.813835 1.252016 0.2 0.1 0.3
C -2.518688 -2.964293 0.007162 -0.5 -0.2 -0.4
H -2.636554 -4.052317 0.108913 0.1 0.3 -0.1
H -1.808689 -2.786148 -0.820178 -0.1 0.0 0.3
H -3.485182 -2.542949 -0.302890 0.3 -0.2 0.0
C -3.253114 -0.057419 1.045085 -0.5 0.3 -0.3
H -3.920322 0.438067 1.769291 0.3 -0.1 -0.2
H -3.891865 -0.546669 0.297588 0.2 0.2 0.2
H -2.683738 0.742380 0.530740 -0.1 -0.3 0.2
C -0.548305 4.071169 -2.280117 -1.5 3.2 0.2
C -1.669005 4.250224 -1.336881 0.2 2.4 -2.0
C -3.012621 4.439129 -2.030458 -1.0 0.3 0.9
C -3.577375 3.151238 -2.664440 -1.8 -0.7 -0.1
C -2.811955 1.850499 -2.425026 -1.2 0.4 -2.4
C -1.649323 1.732194 -3.317061 -2.7 -0.6 -1.9
C -1.591826 2.877784 -4.320750 0.2 -0.6 -1.6
C -0.924760 4.145691 -3.765024 2.0 0.2 -0.5
H -2.941172 5.216345 -2.811668 0.1 -0.3 0.5
H -3.640650 3.315855 -3.740475 -0.4 -0.1 0.6
H -3.794819 4.788757 -1.342763 0.5 0.1 0.1
H -1.485068 5.068628 -3.987580 0.1 -0.5 0.2
H 0.412091 4.517098 -1.978383 -0.2 -0.8 -0.1
H -1.514765 4.772848 -0.388952 0.1 -0.5 0.0
H 0.021911 4.289139 -4.306072 -0.2 -0.1 0.1
H -1.181536 2.526634 -5.282168 0.7 0.2 0.6
H -1.211476 0.754637 -3.569645 -0.1 0.4 0.1
H -2.601621 3.145266 -4.673991 0.8 -0.4 0.1
H -4.634146 3.012906 -2.422131 0.2 0.1 0.6
H -3.297187 1.012378 -1.917921 0.1 0.1 -0.3
P 3.207014 0.982373 0.460625 -3.2 1.4 -1.8
P 2.269679 -1.583533 -0.819121 -0.2 -0.7 -0.7
C 4.535628 0.249110 -0.578442 0.1 0.2 -0.2
C 4.152066 -1.236562 -0.923525 0.4 -0.2 -0.7
H 5.466229 0.458962 0.027909 -0.5 -1.0 -1.1
H 4.551729 0.902120 -1.517675 0.1 -0.9 1.4
H 4.355328 -1.588495 -1.961349 0.4 0.8 0.4
H 4.807246 -1.897335 -0.318727 -1.0 0.1 0.0
C 2.294865 -3.392074 -0.486324 0.7 -1.8 -0.3
H 1.482263 -3.954671 -1.009535 0.5 0.7 0.4
H 2.358335 -3.849437 0.535702 -0.2 1.1 -0.6
H 3.240772 -3.734321 -0.954548 -0.5 -0.2 0.0
C 1.481602 -1.650114 -2.477365 0.7 -0.4 -0.9
H 2.035163 -1.044726 -3.209771 -0.2 -0.1 0.1
H 0.441275 -1.286911 -2.436751 0.4 0.0 0.2
H 1.457180 -2.689584 -2.830671 0.0 0.3 -0.3
C 2.177595 -0.157324 1.463984 -1.0 -1.1 1.2
H 1.427034 -0.789811 0.857520 1.6 1.6 1.3
H 1.509885 0.358842 2.170399 0.8 0.6 0.3
H 2.833465 -0.844222 2.007607 -0.5 0.0 0.3
C 3.923308 2.175111 1.601649 0.4 0.2 0.5
H 3.571448 3.198259 1.384553 0.2 -0.5 0.1
H 4.999525 2.119187 1.402700 0.0 0.3 0.5
H 3.687352 1.926319 2.651176 0.4 0.1 -0.4
O 2.791302 -3.386735 3.311460 1.8 0.5 -3.7
N 3.606896 -2.988368 2.445469 1.3 2.0 6.3
O 4.571092 -2.238312 2.756825 -2.9 -2.7 -2.4

---

(3)
73
Properties=species:S:1:pos:R:3:forces:R:3 method="wB97M-V/def2-TZVPD" e_lumo_ev="-3.07 / -2.92" s2=8.769 spin_multiplicity=6 total_charge=+1 homo_ev="-10.64 / -10.61" gap_ha="0.27813 / 0.28264"
Sm -0.443088 0.093955 2.115424 0.5 -1.3 2.0
C -0.789597 -2.178329 3.308247 0.9 0.4 0.4
C 0.557759 -2.212702 2.810793 -0.3 0.3 0.8
C 0.480133 -0.737128 4.594752 -0.6 -0.9 -1.0
C -0.830679 -1.272835 4.413909 1.2 -0.2 -0.7
C 1.338240 -1.318136 3.611798 -1.1 -0.1 -0.1
C -1.953731 -2.961567 2.814624 -0.4 -0.2 -0.3
H -1.756493 -3.408381 1.834386 0.0 0.0 0.1
H -2.847981 -2.330453 2.714049 0.0 -0.1 0.0
H -2.222446 -3.776597 3.501834 0.1 0.2 -0.2
C -1.992722 -0.965192 5.275191 -0.6 0.2 0.2
H -2.887215 -1.490998 4.924040 0.1 0.1 0.2
H -2.202882 0.113197 5.275869 -0.1 -0.2 0.1
H -1.807715 -1.270732 6.313958 -0.1 0.1 -0.2
C 0.870162 0.180881 5.682851 0.1 0.6 0.4
H 0.703152 -0.265905 6.672915 0.0 0.1 -0.2
H 0.284794 1.109157 5.640584 0.1 -0.1 0.2
H 1.927950 0.445609 5.615354 -0.1 0.0 0.1
C 2.801256 -1.089982 3.527727 0.7 0.1 -0.1
H 3.356884 -1.660817 4.290699 -0.2 0.1 -0.2
H 3.042281 -0.030181 3.688227 0.1 -0.2 0.0
H 3.200994 -1.381783 2.548709 0.0 0.0 0.2
C 1.079216 -3.087103 1.720943 0.2 -0.3 -0.4
H 1.488286 -4.036897 2.109698 -0.2 0.3 -0.2
H 1.886920 -2.586622 1.165945 -0.1 -0.2 0.1
H 0.287580 -3.337763 0.999083 0.2 0.0 0.1
C -1.985892 0.829682 -4.272175 -0.6 -0.4 -0.1
C -1.969679 -0.498933 -4.452795 -0.8 0.5 -0.2
C -1.080419 -1.232918 -5.415687 0.2 -0.1 -0.3
C 0.293383 -0.571803 -5.707588 -0.2 -0.6 -0.4
C 1.032647 -0.047594 -4.516287 0.4 1.2 0.5
C 1.020551 1.235485 -4.080897 0.6 -1.2 -0.9
C 0.105967 2.312703 -4.583909 -0.2 0.2 -0.2
C -1.261438 1.818578 -5.136487 0.4 0.7 -0.1
H -1.625544 -1.339221 -6.371157 0.2 -0.1 0.3
H 0.179318 0.200300 -6.481970 0.3 -0.4 0.3
H -0.895371 -2.259210 -5.054394 -0.2 0.3 0.0
H -1.120415 1.425391 -6.155284 -0.3 0.3 0.5
H -2.687672 1.284469 -3.552626 0.2 -0.4 -0.3
H -2.768306 -1.112243 -4.000847 0.6 0.4 0.1
H -1.909087 2.710449 -5.219906 0.3 -0.4 -0.1
H -0.089331 3.046411 -3.780854 0.2 -0.2 -0.2
H 1.813847 1.569376 -3.397784 -0.4 -0.3 0.0
H 0.635631 2.862799 -5.382741 -0.3 0.0 0.3
H 0.933146 -1.362947 -6.137760 -0.3 0.4 0.0
H 1.710611 -0.771568 -4.050328 0.0 0.4 -0.1
P -1.150349 -0.060707 -0.536889 -0.2 0.5 0.1
P 1.748547 1.361957 0.746070 0.2 0.1 0.2
C -0.214524 1.264397 -1.398310 0.0 -0.3 -0.3
C 0.752803 2.160828 -0.598695 0.0 0.1 0.2
H -0.945728 1.884162 -1.936015 0.3 -0.1 0.1
H 0.345990 0.718986 -2.165228 -0.2 0.2 0.2
H 1.480196 2.614675 -1.282607 -0.2 0.1 -0.1
H 0.198556 2.987898 -0.136635 0.1 -0.1 0.1
C 2.466645 2.766343 1.680709 0.0 0.3 -0.1
H 3.184350 2.378783 2.422497 -0.2 0.1 -0.3
H 1.680861 3.310079 2.230515 0.3 -0.2 -0.3
H 2.989076 3.465449 1.007171 -0.1 -0.2 0.2
C 3.189790 0.610217 -0.078458 0.2 -0.2 -0.3
H 3.669235 1.312686 -0.778559 -0.2 -0.2 0.2
H 2.863745 -0.280286 -0.636928 0.2 0.2 0.1
H 3.942673 0.291449 0.662228 -0.4 0.1 -0.2
C -2.868763 0.565301 -0.420807 -0.2 -0.1 -0.2
H -3.488846 -0.178885 0.100551 0.1 0.2 -0.2
H -3.261180 0.734359 -1.431869 -0.1 0.0 0.3
H -2.920981 1.500447 0.160627 0.1 -0.3 -0.3
C -1.170348 -1.575484 -1.506786 0.0 -0.4 -0.7
H -0.195513 -2.077265 -1.436239 -0.2 0.2 0.1
H -1.383437 -1.379524 -2.564713 0.1 -0.1 0.4
H -1.938137 -2.259126 -1.115474 0.2 0.2 0.0
O -0.477089 3.335211 3.563548 -0.4 -2.3 -1.4
N -0.612624 2.267101 2.983561 -1.1 2.0 1.8
O -1.787922 1.639042 3.046602 1.2 1.2 -0.1